DFT (ωB97M-V/def2-TZVPD) results for a structure of composition C32H23MoN3O3S4.

CARTESIAN COORDINATES (ANGSTROEM)
Mo: 0.183 -0.184 -0.011
S: 0.787 1.430 4.000
C: 0.840 1.045 2.457
S: 1.896 -0.117 1.641
S: -0.223 1.717 1.190
O: -0.972 -1.555 -2.428
N: -0.848 -0.751 -1.538
N: 2.338 -4.057 -3.785
C: 3.373 -3.209 -3.568
O: 4.525 -3.453 -3.835
C: 3.029 -1.887 -2.927
C: 3.774 -0.768 -3.276
C: 3.505 0.447 -2.665
C: 2.531 0.495 -1.689
N: 1.820 -0.593 -1.343
C: 2.056 -1.762 -1.956
H: 2.543 -4.923 -4.259
H: 1.385 -3.737 -3.779
H: 4.558 -0.871 -4.014
H: 4.057 1.341 -2.913
H: 2.310 1.413 -1.154
H: 1.457 -2.608 -1.640
C: -2.940 7.982 -6.110
C: -3.229 6.526 -6.293
O: -2.809 5.807 -7.134
S: -4.455 5.847 -5.034
C: -3.551 4.621 -4.251
C: -2.230 4.231 -4.578
C: -1.621 3.238 -3.872
C: -2.298 2.570 -2.813
C: -3.632 2.968 -2.494
C: -4.238 3.964 -3.195
C: -1.705 1.555 -2.129
C: -1.139 0.626 -1.498
H: -2.559 8.152 -5.103
H: -3.875 8.540 -6.199
H: -2.230 8.309 -6.865
H: -1.710 4.697 -5.400
H: -0.613 2.935 -4.121
H: -4.155 2.465 -1.693
H: -5.249 4.263 -2.955
C: -0.805 -1.445 1.208
C: -1.334 -2.180 2.032
C: -1.874 -3.046 2.984
C: -1.211 -4.310 3.188
C: -1.939 -5.450 3.575
C: -1.284 -6.651 3.760
C: 0.093 -6.722 3.581
C: 0.824 -5.604 3.187
C: 0.176 -4.407 2.971
C: -3.034 -2.621 3.716
C: -3.298 -3.135 5.002
C: -4.404 -2.701 5.703
C: -5.255 -1.760 5.135
C: -4.996 -1.225 3.874
C: -3.886 -1.639 3.173
H: -3.014 -5.400 3.664
H: -1.842 -7.534 4.035
H: 0.603 -7.663 3.741
H: 1.894 -5.673 3.055
H: 0.736 -3.525 2.686
H: -2.600 -3.817 5.464
H: -4.598 -3.080 6.696
H: -6.124 -1.427 5.686
H: -5.663 -0.488 3.451
H: -3.681 -1.241 2.188

Its total charge is +2. The value obtained for the energy relative to the best compared isomer or geometry (same formula, charge and spin) is 0.00 kcal/mol. The LUMO energy (spin up / spin down) comes out at -7.4 / -7.4 eV. Its HOMO energy (spin up / spin down) is -13.4 / -13.4 eV.